[1]
Here is 9 unconnected molecules or ions with the total composition C26H50N2O25S2 from OMol25. Energies are from the ωB97M-V functional and the def2-TZVPD basis.

Its HOMO-LUMO gap is 8.82 eV. The calculation puts the HOMO energy at -9.447 eV. The max |F| is 13.61 eV/A. The LUMO energy is -0.629 eV. Its energy relative to the best compared isomer or geometry (same formula, charge and spin) is 320.2 kJ/mol.

```
105
C26H50N2O25S2, DFT the ωB97M-V functional and the def2-TZVPD basis
C -2.247 0.840 4.320
N -3.127 1.035 3.228
C -4.514 1.373 3.675
C -2.586 2.266 2.444
C -3.022 -0.115 2.222
C -3.620 -1.326 2.808
O -3.186 -2.463 2.174
H -1.201 0.698 3.928
H -2.412 -0.039 4.847
H -2.178 1.671 5.032
H -4.637 2.291 3.792
H -4.806 0.857 4.505
H -5.307 1.172 3.127
H -3.123 2.589 1.589
H -1.528 2.089 2.097
H -2.531 3.158 3.033
H -1.892 -0.312 2.237
H -3.444 0.198 1.271
H -4.639 -1.257 2.616
H -3.525 -1.633 3.697
H -3.298 -3.118 2.692
N 0.541 1.377 -0.361
O 1.272 2.342 -0.269
O 0.981 0.275 -0.353
O -0.708 1.489 -0.033
O 1.272 -3.928 2.236
S 1.153 -4.342 0.845
O 2.294 -4.772 0.115
O 0.157 -5.704 0.894
C 0.681 -6.826 1.708
C -0.605 -7.900 1.724
C 0.154 -3.150 0.031
H 0.825 -6.161 2.645
H 1.421 -7.449 1.364
H 0.010 -8.754 2.054
H -0.955 -8.037 0.839
H -1.342 -7.564 2.305
H -0.800 -2.986 0.542
H -0.153 -3.678 -0.954
H 0.629 -2.134 -0.007
O -1.814 -2.939 -2.862
S -2.870 -2.573 -3.865
O -4.250 -3.153 -3.745
O -3.161 -0.925 -3.714
C -2.944 -0.509 -2.239
C -3.187 0.979 -1.896
C -2.261 -2.927 -5.377
H -1.965 -0.738 -2.191
H -3.590 -1.247 -1.661
H -2.601 1.706 -2.604
H -2.967 1.290 -0.896
H -4.268 1.138 -1.935
H -1.777 -3.941 -5.461
H -1.606 -2.252 -5.881
H -2.949 -2.834 -6.016
C 4.208 -2.869 -1.991
C 3.916 -2.173 -0.697
O 4.929 -1.237 -0.603
C 5.509 -1.065 -1.754
O 6.428 -0.115 -1.906
O 5.123 -1.932 -2.655
H 3.300 -3.251 -2.552
H 4.592 -3.755 -1.672
H 3.683 -2.740 0.182
H 2.883 -1.714 -0.772
C -0.699 4.794 -1.990
C -0.364 5.385 -0.619
O -1.516 6.212 -0.410
C -2.189 6.370 -1.465
O -3.207 7.029 -1.451
O -1.867 5.664 -2.492
H -0.814 3.760 -2.047
H 0.130 5.097 -2.774
H 0.588 6.086 -0.574
H -0.162 4.621 0.063
C 3.654 6.417 -0.154
C 2.987 5.080 0.351
O 4.080 4.366 0.845
C 5.230 5.099 0.611
O 6.343 4.682 0.926
O 4.995 6.122 -0.091
H 3.530 7.432 0.420
H 3.427 6.631 -1.177
H 2.563 4.496 -0.288
H 2.170 5.173 1.259
C 1.746 0.709 -3.455
C 0.271 0.034 -3.456
O 0.079 -0.122 -4.802
C 1.037 0.326 -5.526
O 1.017 0.282 -6.724
O 1.917 1.012 -4.853
H 2.529 0.176 -3.086
H 1.713 1.749 -3.092
H -0.440 0.818 -2.948
H 0.332 -0.792 -2.815
C 1.742 -0.440 2.619
C 2.881 -0.566 3.739
O 2.185 -1.065 4.881
C 0.879 -1.140 4.606
O 0.063 -1.515 5.336
O 0.621 -0.821 3.392
H 1.786 -1.157 1.868
H 1.573 0.581 2.179
H 3.362 0.247 3.861
H 3.514 -1.094 3.435
```

Mulliken atomic charge list, values in e, 2 entries: -1.022 0.321

=====

[2]
Here is 8 unconnected molecules or ions with the total composition C26H50NO22S2 from OMol25. Energies are from the ωB97M-V functional and the def2-TZVPD basis.

Its HOMO-LUMO gap is 9.11 eV. The calculation puts the HOMO energy at -11.412 eV. The max |F| is 16.48 eV/A. The LUMO energy is -2.299 eV. Its energy relative to the best compared isomer or geometry (same formula, charge and spin) is 393.7 kJ/mol. Its net charge is +1.

```
101
C26H50NO22S2, DFT the ωB97M-V functional and the def2-TZVPD basis
C 1.779 1.972 -2.094
N 1.643 1.039 -0.941
C 2.817 1.238 0.065
C 0.351 1.249 -0.319
C 1.758 -0.255 -1.636
C 1.904 -1.517 -0.667
O 1.985 -2.735 -1.627
H 1.771 2.975 -1.975
H 1.265 1.743 -2.954
H 3.008 1.928 -2.361
H 2.809 0.520 0.698
H 3.170 2.276 0.415
H 3.714 1.198 -0.562
H 0.165 2.416 -0.273
H 0.076 0.839 0.657
H -0.563 1.014 -1.040
H 2.472 -0.364 -2.402
H 0.844 -0.336 -2.099
H 1.060 -1.670 0.084
H 2.766 -1.411 -0.157
H 2.846 -2.944 -1.728
O 4.331 -0.628 2.596
S 3.683 -1.466 3.548
O 3.375 -2.849 3.161
O 4.845 -1.494 4.703
C 6.008 -2.008 4.517
C 6.948 -1.789 5.713
C 2.377 -0.680 4.284
H 6.330 -1.675 3.671
H 5.993 -3.204 4.340
H 6.550 -1.790 6.572
H 7.406 -0.752 5.567
H 7.872 -2.505 5.607
H 1.539 -0.297 3.887
H 2.787 0.172 4.754
H 1.878 -1.106 5.139
O 1.610 -6.986 -2.772
S 0.789 -7.761 -1.897
O 1.465 -8.621 -0.990
O -0.024 -6.601 -0.980
C -0.104 -5.302 -1.559
C -0.744 -4.367 -0.621
C -0.391 -8.702 -2.768
H -0.781 -5.434 -2.357
H 0.841 -4.853 -1.809
H -0.142 -4.099 0.213
H -1.776 -4.636 -0.372
H -0.649 -3.300 -1.062
H -0.470 -8.356 -3.899
H -1.441 -8.693 -2.301
H -0.054 -9.590 -2.648
C -4.423 5.373 -1.088
C -4.427 5.101 0.465
O -3.539 3.990 0.785
C -2.972 3.726 -0.403
O -2.161 2.818 -0.543
O -3.396 4.494 -1.377
H -4.441 6.399 -1.526
H -5.255 4.901 -1.466
H -5.545 5.114 0.773
H -3.845 5.789 0.942
C -0.024 0.331 -6.745
C -1.470 0.754 -6.647
O -1.815 0.073 -5.572
C -0.852 -0.529 -4.961
O -0.922 -1.081 -3.864
O 0.188 -0.390 -5.543
H 0.785 1.238 -6.657
H 0.205 -0.295 -7.794
H -2.064 0.458 -7.652
H -1.575 1.814 -6.763
C 0.258 5.770 -0.198
C 0.082 6.995 0.636
O 0.319 6.443 1.872
C 0.795 5.255 1.819
O 1.234 4.721 2.821
O 0.820 4.830 0.648
H 0.930 5.968 -1.006
H -0.830 5.236 -0.415
H -0.794 7.401 0.518
H 0.422 7.871 0.436
C -3.859 -2.541 -0.728
C -4.661 -2.747 0.529
O -3.887 -2.115 1.479
C -2.861 -1.570 0.920
O -2.013 -0.902 1.563
O -2.720 -1.845 -0.348
H -4.439 -1.943 -1.470
H -3.617 -3.391 -1.331
H -4.927 -3.841 0.758
H -5.503 -2.039 0.564
C -3.295 2.068 2.988
C -2.060 2.906 3.030
O -1.343 2.583 4.174
C -2.246 1.735 4.861
O -1.800 1.147 5.895
O -3.280 1.558 4.368
H -3.268 1.210 2.362
H -4.152 2.657 2.656
H -2.207 3.987 2.644
H -1.239 2.742 2.224
```

Mulliken atomic charge list, values in e, 2 entries: -1.127 1.090

=====

[3]
Here is a molecular structure, C26H51Cl2N5O14 from OMol25. Energies are from the ωB97M-V functional and the def2-TZVPD basis.

Its HOMO-LUMO gap is 7.39 eV. The calculation puts the HOMO energy at -7.489 eV. The max |F| is 18.03 eV/A. The LUMO energy is -0.095 eV.

```
98
C26H51Cl2N5O14, DFT the ωB97M-V functional and the def2-TZVPD basis
C 0.611 -0.625 5.211
C 1.004 -1.618 4.112
O 0.306 -1.094 2.953
C -0.170 0.142 3.201
O -0.514 0.925 2.372
O -0.111 0.389 4.509
H 1.455 -0.156 5.713
H -0.084 -1.035 5.944
H 0.575 -2.605 4.271
H 2.039 -1.576 3.778
C 4.414 4.258 1.263
C 3.494 4.946 0.249
O 4.385 5.879 -0.370
C 5.558 5.941 0.243
O 6.494 6.601 -0.063
O 5.606 5.043 1.266
H 4.677 3.239 0.978
H 4.043 4.275 2.287
H 2.690 5.486 0.747
H 3.058 4.252 -0.461
C -0.447 0.640 -1.693
C -0.351 -0.279 -0.452
O 0.687 0.301 0.311
C 1.046 1.492 -0.212
O 1.758 2.263 0.359
O 0.520 1.669 -1.423
H -1.452 1.033 -1.790
H -0.146 0.134 -2.609
H 0.020 -1.225 -0.847
H -1.292 -0.368 0.078
C -5.391 3.266 -4.016
C -4.304 3.711 -4.962
O -4.401 4.778 -5.554
N -3.237 2.905 -5.192
C -3.065 1.563 -4.669
H -5.885 4.144 -3.609
H -4.976 2.696 -3.186
H -6.131 2.709 -4.594
H -2.414 3.269 -5.637
H -2.310 1.505 -3.886
H -2.847 0.851 -5.468
H -3.972 1.155 -4.224
C -3.315 -3.660 2.125
C -2.177 -4.204 1.259
O -1.362 -4.983 1.717
N -2.198 -3.773 -0.031
C -1.193 -4.186 -0.991
H -2.906 -2.884 2.772
H -3.821 -4.417 2.716
H -4.065 -3.184 1.486
H -2.841 -3.049 -0.312
H -0.421 -3.412 -0.998
H -1.619 -4.256 -1.990
H -0.783 -5.161 -0.746
C -5.214 -0.795 -1.759
C -3.853 -1.239 -2.263
O -2.904 -1.317 -1.465
N -3.741 -1.647 -3.529
C -2.559 -2.129 -4.199
H -5.882 -0.340 -2.487
H -5.036 -0.123 -0.924
H -5.655 -1.689 -1.312
H -4.579 -1.512 -4.074
H -2.765 -2.279 -5.252
H -2.229 -3.087 -3.790
H -1.715 -1.467 -4.001
C 2.427 0.650 2.892
C 2.557 -0.376 4.023
O 2.260 -0.057 5.167
N 3.024 -1.579 3.663
C 3.407 -2.632 4.588
H 3.056 0.363 2.050
H 2.754 1.625 3.238
H 1.375 0.645 2.613
H 3.050 -1.882 2.706
H 4.433 -2.970 4.466
H 2.710 -3.468 4.454
H 3.233 -2.363 5.628
C 3.808 -0.842 -0.649
C 4.966 -1.665 -1.140
O 5.526 -1.411 -2.200
N 5.334 -2.738 -0.393
C 6.441 -3.610 -0.658
H 3.296 -0.391 -1.494
H 4.191 -0.037 -0.016
H 3.081 -1.367 -0.024
H 4.728 -2.855 0.402
H 7.224 -3.507 0.102
H 6.898 -3.487 -1.631
H 6.131 -4.649 -0.519
Cl -3.276 3.102 -1.302
C -3.458 2.354 0.327
C -2.508 3.055 1.295
Cl -2.866 4.785 1.451
H -3.266 1.285 0.253
H -4.495 2.465 0.642
H -1.491 2.923 0.943
H -2.657 2.551 2.247
```

Mulliken atomic charge list, values in e, 2 entries: -0.729 1.184